No. 1
7
Properties=species:S:1:pos:R:3:forces:R:3 method="wB97M-V/def2-TZVPD" lumo_ev="0.70 / -3.30" e_above_lowest_kcal_mol=57.3 multiplicity=3 charge=0 orbital_gap_ev="7.24 / 6.90"
C 0.465 -0.363 -0.100 -0.8148 -1.0774 -2.4627
P -0.503 1.258 -0.140 2.1215 -0.1908 0.6817
Br 2.339 -0.045 0.396 -0.6162 -0.2532 -0.0066
H -0.032 -1.166 0.529 0.7909 1.2006 -0.3679
H 0.450 -0.804 -1.180 0.3968 0.7633 1.8776
H -1.972 0.141 -0.685 -1.5648 -1.2923 -0.8545
H -0.748 0.978 1.180 -0.3133 0.8499 1.1323



No. 2
13
Properties=species:S:1:pos:R:3:forces:R:3 method="wB97M-V/def2-TZVPD" lumo_ev=-15.30 charge=+2 orbital_gap_ev=3.62
N 2.061 0.193 0.170 -1.2692 -0.8898 0.5738
C 1.145 1.240 0.076 0.8067 0.3561 0.0287
O 1.309 2.211 -0.555 -0.2680 0.3958 -0.5461
O 0.000 1.069 0.878 0.2205 -0.5169 -0.0418
P -1.350 0.465 0.347 -0.4956 0.9062 0.1089
O -2.520 1.051 1.023 -0.1209 -0.0744 0.3461
O -1.436 -1.041 0.832 0.0049 -0.4694 -0.0140
O -1.427 0.595 -1.199 0.3830 -0.5706 0.0512
H 2.146 -0.388 -0.654 0.6949 0.3737 -0.2523
H 2.021 -0.339 1.037 0.2535 0.1063 0.0545
H -1.032 -1.807 0.335 -0.2682 0.4902 -0.0056
H -0.671 0.347 -1.747 -0.0648 0.3613 -0.2908
Cd -0.246 -3.596 -0.543 0.1232 -0.4684 -0.0128



No. 3
9
Properties=species:S:1:pos:R:3:forces:R:3 method="wB97M-V/def2-TZVPD" lumo_ev=-0.54 e_above_lowest_kcal_mol=56.8 charge=0 orbital_gap_ev=8.84
C -0.571 -0.809 -0.903 -2.2856 -0.5298 -0.2375
N -0.957 -1.311 2.229 -1.8121 -0.3565 -2.0588
N 0.244 0.040 -1.219 2.0978 -0.6765 -1.1004
Cl 0.194 0.009 1.953 -0.6089 -0.5878 0.3360
Cl 0.249 1.476 -2.532 -0.4318 0.0198 0.1345
H -1.636 -0.772 -1.229 0.7548 0.2826 0.2880
H -1.931 -0.844 2.246 2.0480 -0.7021 0.0007
H -1.000 -1.907 1.296 0.4754 1.7504 2.1303
H 1.233 -0.217 -1.256 -0.2375 0.7998 0.5071



No. 4
9
Properties=species:S:1:pos:R:3:forces:R:3 method="wB97M-V/def2-TZVPD" lumo_ev=0.16 e_above_lowest_kcal_mol=31.7 charge=0 orbital_gap_ev=10.62 smiles=C[Si](O)(Cl)Cl
C 1.066 0.825 -0.274 0.0452 0.3009 2.4768
O -1.210 -0.050 1.317 2.2640 1.6230 -1.4090
Si -0.397 -0.438 -0.041 2.6197 -1.7665 0.9365
Cl 0.050 -2.920 0.096 -0.3630 3.0298 0.0317
Cl -1.486 -0.486 -1.694 -0.5945 0.1781 -0.7645
H 2.046 1.037 0.361 -2.3372 -1.2169 -0.9703
H 1.327 0.979 -1.278 0.3989 -0.4298 -1.5996
H 0.438 1.709 -0.091 0.0153 0.1884 0.2505
H -1.832 -0.656 1.604 -2.0484 -1.9069 1.0479



No. 5
9
Properties=species:S:1:pos:R:3:forces:R:3 method="wB97M-V/def2-TZVPD" lumo_ev="0.73 / -2.33" e_above_lowest_kcal_mol=10.7 multiplicity=3 charge=0 orbital_gap_ev="6.17 / 8.68"
C -0.486 -0.115 0.583 -0.1474 0.1633 -0.6386
O 0.697 -0.797 0.728 -1.0934 -0.3122 0.9386
Si 2.645 -0.043 -0.492 -1.7916 -0.4525 -0.4797
Cl 4.012 -1.304 0.134 1.7117 -1.0558 0.2781
Cl 2.824 1.814 0.157 0.5416 1.7807 0.3423
H -0.740 0.409 1.516 0.0458 -0.2874 0.1134
H -1.287 -0.833 0.358 -0.0294 -0.0344 0.3349
H -0.470 0.627 -0.224 0.2201 0.0661 0.0078
H 2.155 -0.163 -1.841 0.5427 0.1322 -0.8968



No. 6
9
Properties=species:S:1:pos:R:3:forces:R:3 method="wB97M-V/def2-TZVPD" lumo_ev=0.41 e_above_lowest_kcal_mol=49.3 charge=0 orbital_gap_ev=9.47
C 0.175 1.262 -0.479 -1.2547 -4.1609 1.0256
Si -0.003 -1.084 -0.324 -0.8670 3.1426 1.4795
S 0.908 -1.358 1.649 -0.0856 -0.2615 -0.3919
Cl -0.297 1.796 -1.992 -0.7748 0.7552 -2.5970
Cl -1.053 1.741 0.724 0.4605 0.2107 0.3762
H 1.146 1.653 -0.343 0.8964 0.1758 1.0898
H -1.497 -1.456 -0.265 1.0626 0.4782 -0.1662
H 0.648 -1.758 -1.432 0.4532 -0.2138 -0.0969
H -0.029 -0.796 2.461 0.1095 -0.1263 -0.7190



No. 7
8
Properties=species:S:1:pos:R:3:forces:R:3 method="wB97M-V/def2-TZVPD" lumo_ev=0.68 e_above_lowest_kcal_mol=59.4 charge=0 orbital_gap_ev=9.33
C 0.579 0.396 -0.291 -2.8425 -3.2307 0.7197
Si -0.326 -2.038 -0.133 2.6451 4.3980 -1.0410
Cl 0.135 -2.915 1.567 0.1964 -0.7877 1.2815
Cl 0.801 -2.794 -1.642 -0.3500 -0.5977 -0.3497
H 1.580 0.566 -0.604 0.5981 -0.2328 -0.3383
H -0.248 0.659 -0.944 0.4230 0.3829 -0.3012
H 0.327 0.678 0.714 0.2403 0.3976 0.4112
H -1.734 -1.848 -0.238 -0.9105 -0.3297 -0.3822



No. 8
8
Properties=species:S:1:pos:R:3:forces:R:3 method="wB97M-V/def2-TZVPD" lumo_ev=0.75 e_above_lowest_kcal_mol=11.8 charge=0 orbital_gap_ev=11.56 smiles=C[SiH](Cl)Cl
C -0.053 0.982 0.191 -1.8092 -1.8300 2.4482
Si 0.226 -0.855 -0.148 -0.8678 2.2001 -0.3755
Cl 0.314 -0.988 -2.212 0.2609 -0.4793 0.4574
Cl -1.371 -1.809 0.623 -0.6573 -0.7581 0.0167
H -0.393 1.483 -0.655 -0.5604 0.9316 -1.5103
H -0.927 1.040 1.005 2.2289 0.1085 -1.5130
H 0.889 1.380 0.507 0.3434 0.5633 0.5156
H 1.314 -1.232 0.689 1.0615 -0.7362 -0.0392



No. 9
7
Properties=species:S:1:pos:R:3:forces:R:3 method="wB97M-V/def2-TZVPD" lumo_ev=1.11 e_above_lowest_kcal_mol=29.6 charge=0 orbital_gap_ev=10.78
C -0.590 0.489 0.066 3.3323 -3.7797 -0.1029
N 0.787 -0.747 0.051 -2.4036 3.5941 0.1552
Cl -2.065 -0.432 -0.070 -0.4491 0.1753 -0.0085
H -0.410 1.087 -0.811 0.0206 0.1736 -0.0043
H -0.510 0.978 1.023 0.0408 0.1254 0.0233
H 0.673 -1.187 -0.855 -0.2607 -0.1632 0.0218
H 0.517 -1.400 0.776 -0.2804 -0.1255 -0.0846



No. 10
9
Properties=species:S:1:pos:R:3:forces:R:3 method="wB97M-V/def2-TZVPD" lumo_ev=-0.14 e_above_lowest_kcal_mol=43.4 charge=0 orbital_gap_ev=9.51
C -0.218 0.127 0.156 1.8923 1.8599 -2.2158
N -0.864 1.024 0.772 0.4331 -2.0560 2.0222
N 0.983 0.860 -1.029 -3.0490 -2.6617 0.4572
N -0.115 -1.256 0.131 0.0502 0.0873 0.0259
Cl -0.700 -2.440 1.300 0.2835 1.5917 -0.7603
H -1.211 0.646 1.723 0.1062 0.5844 -1.9708
H 0.981 1.775 -0.607 -0.2284 0.3935 0.0241
H 0.539 0.946 -2.009 0.5089 -0.2029 2.2125
H 0.606 -1.682 -0.437 0.0033 0.4037 0.2051